[1]
137
Properties=species:S:1:pos:R:3:forces:R:3:lowdin_charge:R:1 method="wB97M-V/def2-TZVPD" molar_mass_g_mol=1103.08 homo_ha=-0.0343 orbital_gap_ev=4.57 e_tot_ha=-6856.108266 de_lowest_kj_mol=176.08 total_charge=-2
K 0.152312 1.191945 -0.247643 -1.4 -1.4 -0.7 0.434
C -0.650688 -2.753055 -2.116743 0.0 -0.1 0.1 -0.279
Si -0.166888 -1.799655 -0.501443 -0.4 -0.6 -0.8 0.535
C -1.380288 -2.654655 0.711457 0.0 0.1 -0.1 -0.351
C -2.072988 -3.821855 0.418757 -0.1 -0.4 0.0 -0.119
C -3.078488 -4.301255 1.235157 -0.2 -0.2 0.0 -0.097
C -3.445588 -3.590655 2.366757 -0.2 -0.1 0.2 -0.101
C -2.780488 -2.421355 2.681857 -0.1 0.0 0.0 -0.106
C -1.749888 -1.965455 1.866457 0.0 0.0 0.3 -0.424
P -0.787188 -0.475455 2.242757 -0.4 0.2 1.1 1.071
C 0.203212 -1.109955 3.720657 -0.2 0.2 -0.3 -0.419
C 1.178112 -2.095355 3.059457 0.1 -0.1 0.0 -0.223
C 1.859112 -3.026655 4.067257 0.2 0.1 0.1 -0.189
C 1.990212 -2.341155 5.421057 0.0 -0.2 0.0 -0.216
C 0.600012 -2.059855 6.006257 0.0 0.0 0.0 -0.198
C -0.449388 -1.807855 4.909157 0.0 0.2 0.1 -0.204
C -2.127988 0.740445 2.813057 0.1 -0.2 -0.2 -0.411
C -1.594488 2.124545 2.404357 -0.2 0.1 0.0 -0.256
C -2.271988 3.257145 3.166557 0.1 0.1 -0.1 -0.198
C -1.936788 3.174645 4.660557 0.0 0.0 0.0 -0.202
C -1.814588 1.715045 5.115157 -0.2 0.0 0.1 -0.204
C -2.676188 0.808445 4.244457 0.2 -0.3 0.1 -0.208
C 1.423212 -2.861955 -0.299943 0.0 0.2 0.1 -0.330
C 1.416912 -4.217855 -0.005443 0.0 -0.4 0.2 -0.109
C 2.524812 -5.012055 -0.226943 0.0 -0.2 0.1 -0.104
C 3.662912 -4.460255 -0.796843 0.3 -0.1 -0.1 -0.113
C 3.713012 -3.101655 -1.046143 0.2 -0.2 -0.2 -0.101
C 2.617612 -2.295255 -0.752343 0.1 0.1 0.1 -0.394
P 2.647012 -0.479655 -0.756243 1.4 0.2 -0.4 1.045
C 4.325912 -0.057855 0.031057 -0.5 -0.1 0.0 -0.431
C 5.691812 -0.434255 -0.540943 -0.2 0.1 -0.1 -0.212
C 6.781512 0.390545 0.160657 0.0 0.0 0.0 -0.200
C 6.463112 0.613745 1.645557 0.1 -0.1 0.1 -0.212
C 5.606812 -0.526555 2.183257 0.0 0.2 0.1 -0.203
C 4.243112 -0.541155 1.483757 0.1 0.0 0.1 -0.224
C 3.055912 -0.088955 -2.542443 -0.2 -0.1 0.4 -0.441
C 1.863512 -0.517655 -3.387143 0.2 -0.2 -0.3 -0.236
C 2.012812 -0.121055 -4.849743 -0.2 0.2 0.0 -0.192
C 2.223012 1.384145 -4.962043 0.2 -0.1 -0.2 -0.207
C 3.460112 1.795145 -4.172243 -0.2 0.1 0.0 -0.205
C 3.317812 1.407345 -2.702743 0.2 -0.1 -0.2 -0.212
H -0.356788 -3.802455 -2.120643 0.0 -0.3 0.0 0.015
H -1.725788 -2.693555 -2.236843 -0.4 0.0 -0.1 -0.019
H -0.201188 -2.286455 -2.988443 0.1 0.1 -0.2 -0.030
H -1.829088 -4.368255 -0.480643 0.0 -0.1 -0.1 0.086
H -3.601488 -5.218455 0.980157 0.0 0.0 0.0 0.092
H -4.261888 -3.937955 2.990457 0.0 0.0 0.0 0.090
H -3.092488 -1.855255 3.550557 0.0 0.0 0.0 0.088
H 0.758912 -0.237355 4.092257 0.0 0.0 0.0 0.106
H 0.633712 -2.701855 2.333057 0.1 0.0 0.0 0.080
H 1.919012 -1.529755 2.497057 0.0 0.0 -0.1 0.082
H 1.279012 -3.944455 4.190357 0.0 -0.1 0.0 0.112
H 2.844012 -3.315655 3.695557 0.0 -0.1 -0.1 0.104
H 2.563812 -2.965655 6.112957 0.1 0.1 0.0 0.098
H 2.540212 -1.406955 5.287757 0.1 0.0 0.0 0.106
H 0.279912 -2.910755 6.617857 0.0 0.1 0.0 0.101
H 0.656712 -1.186455 6.664857 0.0 -0.1 0.0 0.100
H -0.872988 -2.754755 4.569557 -0.1 0.0 0.0 0.110
H -1.255488 -1.215255 5.338457 -0.1 -0.1 0.0 0.083
H -2.952088 0.462845 2.140957 0.1 0.1 0.0 0.070
H -0.519888 2.180245 2.601857 0.1 0.1 -0.1 0.096
H -1.737488 2.260245 1.331557 0.0 0.1 0.0 0.081
H -1.938488 4.218645 2.770157 -0.1 0.0 -0.1 0.102
H -3.351888 3.198145 3.014157 -0.1 0.0 0.0 0.111
H -0.992288 3.689645 4.854357 0.0 0.1 0.0 0.103
H -2.710688 3.690845 5.238457 0.0 0.0 0.0 0.099
H -0.778988 1.385245 5.028757 0.1 0.0 0.1 0.098
H -2.102288 1.625245 6.167457 0.1 0.0 0.0 0.104
H -2.745088 -0.182555 4.689757 -0.1 0.1 0.0 0.068
H -3.692088 1.214445 4.210457 -0.1 -0.1 0.0 0.115
H 0.515612 -4.659855 0.400557 -0.1 -0.1 0.0 0.093
H 2.502612 -6.069555 0.015357 0.0 0.0 0.0 0.089
H 4.514412 -5.088455 -1.036643 0.0 0.0 0.0 0.087
H 4.603812 -2.680755 -1.493843 0.0 0.0 0.0 0.085
H 4.254412 1.036845 0.034957 0.1 0.0 0.0 0.087
H 5.884512 -1.493555 -0.368643 0.0 -0.1 -0.1 0.094
H 5.743612 -0.254355 -1.616043 0.0 -0.1 -0.1 0.096
H 7.740512 -0.127455 0.062357 0.0 0.0 0.0 0.099
H 6.883812 1.360645 -0.330343 0.0 0.0 -0.1 0.102
H 7.390312 0.698645 2.222757 -0.1 0.1 0.0 0.098
H 5.909012 1.545145 1.770757 0.0 0.1 0.0 0.110
H 6.129112 -1.473855 2.021657 0.0 0.0 0.0 0.108
H 5.468312 -0.414555 3.261457 0.0 -0.1 0.0 0.102
H 3.844012 -1.560255 1.508957 0.0 0.0 0.0 0.091
H 3.541512 0.108845 2.011357 -0.1 -0.1 0.1 0.110
H 3.943612 -0.663555 -2.850843 -0.1 0.1 0.0 0.109
H 1.743212 -1.598655 -3.315343 -0.1 0.0 0.1 0.099
H 0.955312 -0.057555 -2.988143 -0.1 -0.1 0.0 0.081
H 2.858412 -0.655355 -5.299143 0.0 0.0 0.0 0.113
H 1.111512 -0.408555 -5.392543 0.0 -0.1 -0.1 0.083
H 2.338812 1.681445 -6.009543 -0.1 0.0 0.0 0.105
H 1.345812 1.895345 -4.557243 -0.1 0.1 -0.1 0.093
H 4.334612 1.294545 -4.603143 0.1 0.0 0.0 0.108
H 3.623712 2.873845 -4.260643 0.0 0.0 0.0 0.101
H 4.226112 1.687945 -2.165443 0.0 0.1 0.1 0.101
H 2.484812 1.956345 -2.252243 0.0 0.1 0.0 0.104
Se -3.989388 -0.397055 -0.714343 0.5 0.1 -0.1 0.544
C -5.854788 -0.367955 -0.738243 0.4 0.1 0.0 -0.752
C -6.598888 -1.132555 -1.644043 -0.1 0.0 0.0 -0.145
C -7.973188 -1.069655 -1.607843 -0.2 -0.1 -0.1 -0.206
N -8.673288 -0.322155 -0.757443 -0.5 0.0 0.0 -0.001
C -7.961188 0.399645 0.105657 -0.1 0.1 0.2 -0.211
C -6.586688 0.416045 0.161257 -0.1 0.0 0.0 -0.157
H -6.095588 -1.763055 -2.362543 0.0 0.0 0.0 0.072
H -8.571188 -1.654055 -2.303243 0.1 0.0 -0.1 0.086
H -8.549588 1.001745 0.794157 0.1 0.1 0.1 0.083
H -6.063788 1.022245 0.887657 0.0 0.0 0.0 0.076
O 2.080612 2.404345 0.358557 0.3 0.9 0.0 -0.279
N 1.354612 3.385845 0.606757 0.3 0.8 0.6 -0.274
O 0.293612 3.504545 -0.068143 0.6 0.8 0.0 -0.324
C 1.063612 6.298845 -1.229843 -0.1 0.0 0.3 -0.085
N 0.548112 5.608545 -2.393543 0.3 -0.2 0.4 -0.053
C -0.677688 5.119245 -2.664543 0.0 0.4 -0.5 -0.918
S -0.865488 4.344945 -4.130643 -0.1 -0.7 -0.8 0.545
N -1.790488 5.356645 -1.945943 -0.1 -0.3 0.3 -0.047
C -1.900388 5.685345 -0.539643 0.3 0.3 0.3 -0.090
H 2.018612 6.745245 -1.512143 -0.1 0.0 0.0 0.081
H 1.230612 5.625145 -0.385243 -0.1 0.1 0.0 0.054
H 0.390712 7.103845 -0.937143 0.0 0.0 0.0 0.073
H 1.249912 5.172445 -2.978143 -0.3 0.1 0.0 0.097
H -2.569488 4.832945 -2.320543 0.2 0.1 -0.1 0.098
H -1.846088 6.768145 -0.397943 0.0 0.0 0.1 0.070
H -1.120588 5.183345 0.032857 -0.1 0.0 0.1 0.054
H -2.869988 5.342845 -0.184743 0.0 0.0 0.0 0.087
C -1.679288 -0.576255 -6.125243 0.0 0.1 0.3 -0.370
Sb -2.347988 -0.267355 -4.055043 -0.4 0.1 -0.4 1.229
C -3.623888 -1.998155 -4.251343 0.1 0.1 0.1 -0.356
C -3.930788 1.080845 -4.688643 0.3 -0.2 0.1 -0.346
H -2.522388 -0.791955 -6.774543 -0.2 0.0 -0.1 -0.017
H -0.987788 -1.412855 -6.163843 0.1 -0.2 0.0 -0.023
H -1.171888 0.308645 -6.490743 0.2 0.2 -0.1 -0.022
H -4.399088 -1.807755 -4.989243 0.0 0.1 -0.2 -0.004
H -4.081488 -2.211555 -3.295443 -0.1 0.0 0.3 -0.053
H -3.032788 -2.856155 -4.554543 0.1 -0.1 -0.1 -0.007
H -4.390388 0.717145 -5.606043 0.0 -0.1 -0.1 -0.012
H -3.527588 2.074645 -4.856043 0.1 0.2 0.0 -0.029
H -4.675688 1.117645 -3.901343 -0.1 0.0 0.2 -0.019

***

[2]
142
Properties=species:S:1:pos:R:3:forces:R:3:lowdin_charge:R:1 method="wB97M-V/def2-TZVPD" molar_mass_g_mol=891.22 homo_ha=-0.7503 orbital_gap_ev=6.07 e_tot_ha=-2871.401774 total_charge=+8
C 7.316321 18.619567 9.967796 -0.3 0.3 -1.6 0.048
N 8.623131 18.469207 10.629365 0.1 -1.7 0.4 -0.049
C 9.241415 19.490329 11.245246 -0.9 -0.7 -0.1 0.061
C 10.396673 19.295467 11.972896 -0.6 1.8 -0.2 0.058
C 10.922239 18.056879 12.040697 1.4 -1.4 0.4 -0.151
C 10.321585 16.997710 11.394083 -1.5 -0.3 -1.0 0.041
C 9.150238 17.201876 10.675226 0.6 0.9 0.8 0.067
C 12.106629 17.712417 12.876475 -0.7 1.6 -0.8 -0.127
C 13.232590 18.501094 12.948214 0.8 0.3 -0.5 0.068
C 14.262018 18.093125 13.748579 -1.2 -1.3 1.2 0.053
N 14.061366 17.014479 14.566816 0.1 0.8 0.0 -0.092
C 12.924916 16.323118 14.615935 0.0 0.0 0.1 0.032
C 11.970344 16.659697 13.707921 -0.9 -1.1 1.0 0.032
C 15.169419 16.555748 15.395131 -0.6 0.2 0.5 0.047
H 7.036175 19.661934 9.895063 0.4 0.3 -0.3 0.114
H 6.460819 18.174180 10.430805 0.0 -0.7 1.2 0.115
H 7.356396 18.123667 8.979264 0.2 0.6 0.3 0.133
H 8.683050 20.399330 11.221271 0.0 0.7 -0.1 0.159
H 10.794148 20.150545 12.503626 0.1 0.0 0.0 0.153
H 10.693347 15.988416 11.469827 0.1 0.0 -0.1 0.138
H 8.620947 16.373110 10.222755 -0.2 0.3 -0.2 0.163
H 13.342361 19.379069 12.340835 0.1 0.3 -0.1 0.145
H 15.196302 18.565004 13.921646 0.6 0.6 -0.3 0.140
H 12.772327 15.563984 15.394957 0.4 0.3 -0.5 0.174
H 11.019563 16.192341 13.736840 -0.6 -0.7 0.1 0.139
H 14.815938 16.370140 16.421802 0.2 -0.1 -0.5 0.130
H 15.886638 17.350265 15.393575 0.7 0.0 0.2 0.098
H 15.467714 15.676621 14.867814 1.0 -0.7 0.3 0.109
C 18.318495 12.144622 12.137864 -0.7 1.3 -1.5 0.080
N 18.611650 13.311688 11.183659 0.6 -0.2 -0.2 -0.051
C 19.100155 14.478474 11.631843 0.1 -0.1 0.6 0.030
C 19.243103 15.557410 10.768240 1.7 0.3 2.4 0.029
C 19.118153 15.423138 9.441348 -1.6 0.5 -1.6 -0.159
C 18.633931 14.224103 8.996578 -0.2 -2.0 -1.1 0.036
C 18.442263 13.159026 9.834468 -0.8 0.5 1.4 0.035
C 19.260774 16.543952 8.485570 1.0 -0.7 1.2 -0.122
C 18.981996 17.835363 8.921507 -0.2 -0.5 -0.6 0.032
C 19.320139 18.888954 8.151081 1.4 1.0 -0.2 0.021
N 20.000475 18.714798 6.986146 -1.3 -1.6 1.1 -0.074
C 20.148904 17.450769 6.537068 1.1 -0.1 -1.2 0.059
C 19.897864 16.302464 7.289427 -0.8 2.0 0.1 0.081
C 20.444553 19.876480 6.224612 0.0 0.2 -1.0 0.053
H 18.816974 12.332784 13.074735 0.2 0.0 0.2 0.082
H 18.653902 11.281947 11.582909 0.1 -0.4 0.3 0.100
H 17.214893 12.135764 12.248126 0.7 -0.1 0.1 0.119
H 19.443872 14.545047 12.684587 -0.7 -0.1 -0.2 0.121
H 19.701701 16.446397 11.183268 -0.2 0.1 0.1 0.142
H 18.381321 14.033800 7.963981 0.1 0.2 -0.2 0.146
H 17.985888 12.242221 9.516710 0.1 -0.4 -0.2 0.152
H 18.518022 18.032905 9.851303 -0.4 0.0 0.8 0.124
H 19.251291 19.897324 8.540801 -0.2 0.1 -0.4 0.163
H 20.545485 17.360441 5.522993 0.1 0.1 0.4 0.165
H 20.169317 15.311144 6.995303 0.2 -0.2 -0.5 0.142
H 21.286109 20.403035 6.728734 -0.6 -0.5 -0.5 0.140
H 19.566238 20.514925 6.124052 0.3 0.3 0.0 0.121
H 20.680235 19.469217 5.226081 0.3 0.7 0.4 0.122
C 22.056514 19.564187 21.281848 0.1 -1.2 -1.0 0.081
N 22.969643 18.908026 20.258371 0.2 0.7 -0.5 -0.065
C 22.669846 17.723170 19.663151 -1.4 0.6 0.8 0.031
C 23.537006 17.163829 18.761635 -0.3 -0.1 -0.4 0.039
C 24.680817 17.851399 18.391553 0.7 -0.9 -1.4 -0.106
C 24.932365 19.108507 18.897254 -0.9 -1.1 1.1 0.067
C 24.061924 19.578761 19.882117 1.2 0.7 -0.3 0.036
C 25.627427 17.184966 17.371561 0.3 1.6 1.5 -0.097
C 25.207056 16.261628 16.440040 -2.0 -0.4 -0.2 0.021
C 26.072997 15.713689 15.554015 0.9 0.4 -1.0 0.014
N 27.368403 16.107045 15.551657 0.8 -1.2 -0.7 -0.059
C 27.839054 16.919551 16.479376 0.7 1.4 1.5 0.030
C 26.977822 17.532760 17.410317 0.1 -0.8 -0.4 0.076
C 28.380430 15.539671 14.556358 -0.7 0.3 0.7 0.082
H 22.003060 20.630560 21.136633 0.1 0.2 -0.3 0.111
H 22.488577 19.349164 22.240836 -0.1 -0.2 0.6 0.114
H 21.078830 19.103810 21.110949 0.2 0.2 0.5 0.105
H 21.643423 17.392637 19.939109 1.2 -0.4 -0.4 0.163
H 23.340265 16.250629 18.220372 -0.5 -0.2 0.5 0.122
H 25.853827 19.563987 18.654863 0.5 1.1 -0.1 0.122
H 24.300774 20.523804 20.373112 -0.4 -0.3 0.0 0.170
H 24.138048 15.994709 16.328531 0.8 0.1 0.2 0.143
H 25.784292 15.048708 14.751905 0.0 -0.1 0.1 0.154
H 28.940157 17.075271 16.518498 -1.0 0.0 -0.2 0.178
H 27.349150 18.197502 18.191037 0.2 -0.3 -0.4 0.141
H 28.468043 16.197280 13.703728 -0.5 0.0 -0.4 0.117
H 28.130083 14.511093 14.337499 -0.2 0.0 -0.3 0.107
H 29.339214 15.558842 15.026194 0.5 -0.1 0.5 0.097
C 12.227937 9.324326 19.901708 1.1 0.2 -0.5 -0.048
C 11.314317 8.257185 19.402182 0.2 -0.3 1.1 -0.306
C 12.070399 7.005900 19.042133 1.5 0.5 -1.2 -0.209
O 12.825966 6.456589 20.132525 -1.3 0.1 -1.2 -0.168
C 13.449490 5.270866 19.632906 0.8 -0.5 1.1 -0.077
N 10.342274 7.908866 20.529702 -1.5 0.3 1.5 0.229
H 9.407685 7.590052 20.229287 0.5 -0.2 -0.3 0.188
H 10.673119 7.216326 21.224859 0.4 -0.2 -0.8 0.184
H 10.092855 8.685169 21.181433 0.4 0.0 -0.9 0.187
H 11.688910 10.222684 20.122482 -0.3 0.5 0.8 0.086
H 12.865742 9.628039 19.072436 0.1 -0.2 -0.2 0.096
H 12.923467 8.947431 20.658134 -0.5 0.3 0.3 0.099
H 10.746331 8.644945 18.559901 -0.3 -0.3 0.0 0.162
H 12.846815 7.323514 18.299909 -0.7 0.0 0.2 0.145
H 11.418891 6.348292 18.459038 0.0 -0.7 0.7 0.144
H 14.085917 5.407677 18.762917 0.2 0.6 -0.1 0.094
H 12.742768 4.529987 19.357762 -1.1 -0.6 -0.3 0.087
H 14.023673 4.818963 20.445382 0.1 0.4 -0.1 0.107
C 20.140996 8.179290 23.142856 1.1 0.8 -0.7 -0.013
C 19.309430 9.086310 22.254275 -0.7 -0.5 -0.5 -0.327
C 18.354840 9.927674 23.110663 -0.6 0.1 -2.4 -0.262
O 17.427294 9.034651 23.531371 -2.7 -0.4 0.9 -0.172
C 16.004962 9.544608 23.625807 1.9 -1.4 -0.4 0.027
N 20.180655 9.987824 21.401299 0.8 0.6 -0.6 0.192
H 19.576921 10.585856 20.765255 1.1 -0.8 0.9 0.195
H 20.785393 10.584739 21.979021 -0.4 0.2 0.1 0.171
H 20.887505 9.442984 20.854692 -1.0 0.3 0.2 0.182
H 20.795660 7.532237 22.507729 -0.4 0.3 0.9 0.106
H 19.517092 7.616174 23.828220 -0.2 -0.3 -0.3 0.106
H 20.737721 8.859353 23.797608 0.0 -0.6 -0.4 0.112
H 18.748714 8.560605 21.449609 0.0 0.0 0.9 0.167
H 17.858933 10.695580 22.471019 0.5 0.0 0.3 0.128
H 18.870421 10.377758 23.909838 0.9 0.9 1.2 0.126
H 15.993646 10.537039 23.173119 -0.4 -0.2 0.0 0.081
H 15.676510 9.525146 24.650831 0.2 0.4 0.4 0.092
H 15.439337 8.758308 23.112428 -0.1 0.6 -0.2 0.089
C 24.225700 7.345384 16.022268 1.3 -0.2 0.2 -0.011
C 25.731635 7.174616 16.371618 -0.6 -0.4 -0.3 -0.278
C 26.183618 7.897677 17.613831 -0.1 0.9 -0.3 -0.225
O 25.326315 7.570391 18.683736 0.8 0.3 -0.8 -0.177
C 25.820289 8.207908 19.841815 0.5 -0.1 0.5 -0.087
N 26.044797 5.688377 16.599405 1.4 1.0 1.3 0.239
H 25.525849 5.426747 17.432625 0.1 -0.3 0.5 0.163
H 25.746420 5.070901 15.882245 -0.3 -0.7 -1.2 0.159
H 27.086710 5.554549 16.768800 -1.5 0.0 -0.2 0.213
H 23.904942 8.352272 16.243211 0.2 0.5 -0.4 0.085
H 23.592158 6.754492 16.657490 -0.1 -0.6 0.3 0.081
H 24.072519 7.068013 14.987884 -0.3 0.1 -0.2 0.090
H 26.390208 7.439030 15.552169 -0.1 0.3 -0.2 0.154
H 26.141074 9.017994 17.442406 0.2 -1.1 0.0 0.159
H 27.232549 7.603943 17.823221 -0.3 0.3 0.1 0.144
H 25.733184 9.284657 19.867241 0.0 0.6 -0.8 0.085
H 26.889536 7.973509 20.035250 -0.8 -0.2 0.1 0.121
H 25.138012 7.901500 20.587022 -0.1 -0.7 1.3 0.082
N 19.906837 14.482954 15.782472 -0.9 0.8 -1.6 -0.630
O 19.599611 13.918549 16.809445 -0.5 -0.9 0.7 -0.025
O 19.174912 14.344356 14.706083 0.7 -0.2 0.9 -0.160
O 20.862322 15.260162 15.749100 0.6 0.2 -0.3 -0.066